No. 1
ORCA calculation (ωB97M-V/def2-TZVPD) on a molecular structure, C16H33ClFeP2 at a distorted geometry.

## Properties
- Multiplicity: 5
- Lowest unoccupied orbital energy (spin up / spin down): 0.50 / 0.45 eV
- Highest occupied orbital energy (spin up / spin down): -3.748 / -6.837 eV
- Energy relative to the best compared isomer or geometry (same formula, charge and spin): 8.24 kcal per mole

Each line ends with the Mulliken charge.
Positions of all 53 atoms, in Å:
Fe (0.8092, 2.9710, 0.6037)  -0.199
Cl (2.7338, 4.6453, 0.2699)  -0.220
P (1.7603, 1.0919, 1.1065)  1.154
P (-1.1021, 2.0924, 0.0590)  1.131
C (-2.1413, -3.5012, 0.0802)  -0.796
C (-0.4210, 4.6220, 0.8975)  -1.798
C (0.4348, -3.3910, 0.1366)  -0.133
C (-2.3863, 1.9390, 1.3502)  -1.287
C (0.7226, -3.3826, -2.3526)  -0.814
C (-1.6034, -2.3107, -2.0658)  -0.250
C (1.1028, -2.9930, -0.9585)  -0.436
C (-0.5807, 0.3633, -0.3109)  0.047
C (-1.8419, 2.7736, -1.4464)  -1.296
C (2.1624, 3.8577, 1.7529)  -0.854
C (-2.2011, -2.3393, -0.8565)  -0.575
C (0.5339, -0.1775, 0.6010)  -0.054
C (-0.7997, -3.4454, -2.6470)  -0.879
C (-0.7892, -4.2684, 0.1272)  -0.942
C (3.0663, 1.0627, -0.1945)  -1.365
C (2.5120, 0.5859, 2.6548)  -1.342
H (1.7496, 0.6403, 3.4404)  0.362
H (-0.7439, -5.0218, -0.6759)  0.369
H (-1.9038, 1.6068, 2.2801)  0.339
H (-2.2255, 3.7749, -1.2213)  0.377
H (1.1712, -2.6795, -3.0694)  0.358
H (-0.7909, -4.8276, 1.0777)  0.433
H (3.4045, 0.0221, -0.3443)  0.381
H (0.1080, -0.6074, 1.5204)  0.391
H (-0.9006, -3.3782, -3.7436)  0.425
H (0.8164, -3.1616, 1.1407)  0.429
H (2.9915, 3.3215, 2.2379)  0.395
H (-2.9273, -4.2187, -0.2042)  0.291
H (1.1493, -4.3765, -2.5613)  0.288
H (3.9043, 1.7033, 0.1328)  0.387
H (2.9217, -0.4309, 2.6063)  0.376
H (-0.2090, 5.2536, 0.0229)  0.292
H (2.6535, 1.4706, -1.1346)  0.377
H (-2.8342, 2.9279, 1.5205)  0.417
H (-1.0528, 2.8662, -2.2020)  0.368
H (-2.3679, -3.1650, 1.1035)  0.352
H (-1.2122, -4.4260, -2.3576)  0.363
H (1.0757, -0.9832, 0.0949)  -0.878
H (-0.2768, 0.3396, -1.3677)  0.406
H (1.6549, 4.5882, 2.4031)  0.448
H (-1.5165, 4.5435, 1.0045)  0.489
H (-2.6453, 2.1320, -1.8227)  0.371
H (2.0673, -2.4904, -0.8584)  0.548
H (-1.7647, -1.4689, -2.7474)  0.426
H (3.3122, 1.2883, 2.9158)  0.420
H (-1.4801, -0.2529, -0.2301)  -0.615
H (-3.1495, 1.2136, 1.0324)  0.391
H (-0.0474, 5.1521, 1.7872)  0.382
H (-2.9029, -1.5520, -0.5878)  0.751

***

No. 2
ORCA calculation (ωB97M-V/def2-TZVPD) on 2 unconnected molecules or ions with the total composition C6H18NSSi at a distorted geometry.

## Properties
- Total charge: +1
- Multiplicity: 1
- Lowest unoccupied orbital energy: -4.12 eV
- Highest occupied orbital energy: -13.490 eV
- Energy relative to the best compared isomer or geometry (same formula, charge and spin): 20.34 kcal per mole

Each line ends with the Mulliken charge.
Positions of all 27 atoms, in Å:
S (-3.4199, 2.0327, 0.9144)  -0.413
Si (-0.0553, -0.4068, -0.1820)  0.361
N (-2.9188, -0.6120, -0.3017)  -0.136
C (0.2658, -1.7721, -1.3655)  -1.023
C (-0.5007, -1.0184, 1.5850)  -1.142
C (1.1860, 1.1001, -0.0551)  -0.680
C (3.3778, 0.0633, -0.5643)  -1.179
C (2.5995, 0.7768, 0.4382)  -0.105
C (-1.9601, 0.0408, -0.6881)  -0.210
H (-0.5231, -2.5759, -1.3632)  0.346
H (2.4188, 0.1665, 1.3395)  0.158
H (0.7390, 1.8094, 0.6875)  0.322
H (-1.9044, 1.1055, -1.2007)  0.325
H (-4.1788, 2.5219, 2.0343)  0.219
H (-1.1473, -1.9455, 1.7738)  0.361
H (-2.8166, -1.5511, 0.0563)  0.230
H (1.3139, 1.4614, -1.0981)  0.415
H (-1.0361, -0.3298, 2.1827)  0.420
H (0.5026, -0.9209, 2.1647)  0.278
H (0.4957, -1.3780, -2.3442)  0.391
H (4.2942, -0.3403, -0.1305)  0.336
H (2.9216, -0.8284, -1.1240)  0.140
H (-3.9369, -0.2809, -0.5181)  0.364
H (3.1489, 1.7172, 0.6397)  0.314
H (1.2785, -2.2499, -1.0904)  0.309
H (-3.8401, 2.7882, -0.3530)  0.223
H (3.6959, 0.6261, -1.4372)  0.374

***

No. 3
ORCA calculation (ωB97M-V/def2-TZVPD) on a molecular structure, C4H9HgO3 at a distorted geometry.

## Properties
- Multiplicity: 2
- Lowest unoccupied orbital energy (spin up / spin down): 0.84 / -0.43 eV
- Highest occupied orbital energy (spin up / spin down): -6.782 / -9.703 eV
- Energy relative to the best compared isomer or geometry (same formula, charge and spin): 32.94 kcal per mole

Each line ends with the Mulliken charge.
Positions of all 17 atoms, in Å:
Hg (-2.1937, 0.5338, 0.1930)  0.571
O (-0.2323, 1.0253, 0.1093)  -0.382
O (-1.9667, -1.2231, -0.9138)  -0.613
O (-2.0151, -1.2360, 1.2853)  -0.598
C (0.6052, 0.6730, -0.9972)  -0.142
C (-1.8720, -1.8503, 0.1914)  0.147
C (0.4490, 1.5110, 1.2582)  -0.677
C (1.4235, -0.5675, -0.7489)  -1.081
H (-0.2606, 1.5097, 2.0940)  0.232
H (0.8063, -1.2864, -0.0991)  0.225
H (0.8175, 2.5286, 1.0657)  0.283
H (-1.9002, -2.9562, 0.1806)  0.416
H (1.2932, 0.8644, 1.5305)  0.308
H (2.4441, -0.3491, -0.4097)  0.387
H (1.2409, 1.5412, -1.2248)  0.398
H (-0.1555, 0.3882, -1.8128)  0.182
H (1.5164, -1.1065, -1.7017)  0.343

***

No. 4
ORCA calculation (ωB97M-V/def2-TZVPD) on a molecular structure, C10H16N2PSeSn at a distorted geometry.

## Properties
- Total charge: -1
- Multiplicity: 1
- Lowest unoccupied orbital energy (spin up / spin down): 2.89 / 2.83 eV
- Highest occupied orbital energy (spin up / spin down): 0.514 / 0.389 eV

Each line ends with the Mulliken charge.
Positions of all 31 atoms, in Å:
Sn (-1.2981, 0.2102, -1.9272)  0.308
Se (1.4717, 0.2143, 0.1950)  -0.019
P (-0.5490, 2.8662, -0.7777)  -0.201
N (0.2637, 0.5895, 2.6346)  0.150
N (-0.1648, -1.4289, 2.0030)  1.144
C (1.0511, -0.2286, -2.7820)  -0.795
C (-0.1047, -2.6795, 1.2738)  -1.454
C (0.1265, 0.4759, -3.6837)  -0.608
C (0.4723, -1.4159, -2.3742)  -0.177
C (0.4341, -0.2667, 1.5877)  -1.113
C (-0.4124, -0.0132, 3.6748)  -0.491
C (-0.6920, -1.2903, 3.2748)  -0.441
C (0.8927, 1.8954, 2.6565)  -0.885
C (-0.8965, -0.4901, -4.0312)  -0.752
C (-0.6990, -1.6670, -3.1850)  -0.631
H (1.9348, 1.8116, 2.3025)  0.379
H (-1.5184, 3.4261, 0.1165)  0.018
H (-0.6113, 0.5183, 4.5892)  0.447
H (-0.1965, -3.5172, 1.9878)  0.452
H (0.8631, -2.7491, 0.7497)  0.239
H (0.8957, 2.2660, 3.6899)  0.325
H (-0.5537, 3.9376, -1.7222)  0.062
H (-1.6447, -0.3436, -4.7883)  0.312
H (0.3670, 2.5963, 1.9918)  0.076
H (-1.1914, -2.6274, -3.3445)  0.416
H (-1.1878, -2.1042, 3.7767)  0.384
H (0.7726, -2.0344, -1.5392)  0.380
H (-0.9164, -2.7513, 0.5281)  0.290
H (0.6533, 3.2305, -0.0949)  0.060
H (2.0277, 0.1937, -2.5634)  0.523
H (0.4104, 1.3755, -4.2190)  0.601

***

No. 5
ORCA calculation (ωB97M-V/def2-TZVPD) on 2 unconnected molecules or ions with the total composition C3H7O2S at a distorted geometry.

## Properties
- Total charge: -1
- Multiplicity: 1
- Lowest unoccupied orbital energy: 3.27 eV
- Highest occupied orbital energy: -4.313 eV
- Energy relative to the best compared isomer or geometry (same formula, charge and spin): 26.26 kcal per mole

Each line ends with the Mulliken charge.
Positions of all 13 atoms, in Å:
S (1.4830, -1.8054, -0.8621)  -0.322
O (-0.6480, 1.0700, 1.3153)  -0.604
O (-1.2142, 0.8491, 3.5687)  -0.661
C (0.3200, 0.6183, -1.4353)  -0.987
C (0.0197, -0.7182, -0.8643)  0.264
C (-1.0207, 0.4451, 2.3686)  0.075
H (-0.7788, -1.2556, -1.4309)  0.341
H (-0.2603, -0.6459, 0.1021)  -0.218
H (-0.2661, 0.7455, -2.3389)  0.242
H (0.0610, 1.3634, -0.6170)  0.282
H (2.1199, -0.7323, -0.1610)  0.118
H (1.3215, 0.7482, -1.8169)  0.372
H (-1.1371, -0.6822, 2.1716)  0.096

***

No. 6
ORCA calculation (ωB97M-V/def2-TZVPD) on 15 unconnected molecules or ions with the total composition C24H58ClN16O31P at a distorted geometry.

## Properties
- Multiplicity: 1
- Lowest unoccupied orbital energy: -0.57 eV
- Highest occupied orbital energy: -8.017 eV

Each line ends with the Mulliken charge.
Positions of all 131 atoms, in Å:
Cl (4.7061, -0.8540, -5.6641)  -0.192
P (1.2490, 0.1576, -5.7955)  -0.091
O (-9.3444, 1.1628, 7.7233)  -0.530
O (4.4026, 8.0425, -5.0315)  -0.534
O (-4.4294, 1.3047, -3.4383)  -0.560
O (2.1599, 0.0601, -7.1884)  -0.341
O (1.6619, -3.8705, -5.9751)  -0.599
O (3.2010, 0.6022, -1.3492)  -0.532
O (7.1748, -8.3523, 8.1927)  -0.490
O (4.8104, -1.7193, 2.9817)  -0.496
O (-2.7384, 1.3166, 1.3706)  -0.552
O (6.9552, -6.9316, 9.8049)  -0.505
O (-7.5934, 3.1580, -4.6544)  -0.534
O (-4.1546, -2.3214, 6.0137)  -0.542
O (-9.2166, 3.9560, -3.4731)  -0.510
O (-5.0398, -0.5043, 6.7749)  -0.533
O (7.6401, -4.1830, 5.5844)  -0.542
O (-10.5698, -3.6513, 7.5542)  -0.496
O (-0.1169, -1.0071, 4.5546)  -0.593
O (2.3479, -0.9384, -0.1081)  -0.540
O (7.4243, -2.7570, 7.1905)  -0.513
O (6.5719, -0.9260, 1.9969)  -0.529
O (1.5576, -1.0970, -4.7542)  -0.218
O (-12.2666, -4.9171, 7.9876)  -0.551
O (-10.2745, -0.2839, 6.4160)  -0.553
O (-3.3718, -0.6853, 1.8829)  -0.570
O (0.6242, 11.0775, -2.3674)  -0.525
O (-1.2621, -1.0244, -3.3201)  -0.541
O (-3.5746, 2.3616, -5.1196)  -0.537
O (-0.4975, 9.5992, -3.4748)  -0.528
O (1.1114, -2.8877, -7.8163)  -0.469
O (6.0519, 7.2956, -6.2108)  -0.563
O (0.6878, 0.0497, 2.8527)  -0.521
N (7.3365, -3.8737, 6.7234)  0.876
N (2.3318, 3.4604, -6.7542)  -0.574
N (-8.5971, 3.0433, -3.9730)  0.861
N (-4.1707, -1.1206, 6.1845)  0.902
N (-2.9382, 0.1503, 1.1080)  1.008
N (-11.7625, -3.8750, 7.6201)  0.876
N (1.5257, -3.8340, -7.1875)  0.936
N (6.0085, -1.6924, 2.7581)  0.899
N (0.2476, -0.9405, 3.3978)  0.978
N (-4.2842, 2.2930, -4.1369)  1.017
N (5.0494, 7.1478, -5.5433)  0.892
N (0.5343, 10.0652, -3.0337)  0.869
N (3.0739, 0.0127, -0.2860)  0.814
N (-9.3244, 0.1687, 7.0275)  0.894
N (6.8701, -8.0474, 9.3273)  0.833
N (2.7126, 4.3556, -2.9873)  -0.704
C (1.4933, 1.8215, -4.8975)  1.792
C (2.5950, 1.8510, -3.7908)  0.727
C (0.0855, 2.1921, -4.3094)  -1.353
C (6.8470, -2.6856, 3.4828)  -0.748
C (5.7302, -0.1716, -3.2581)  -1.458
C (-9.0944, 1.6599, -3.7405)  -0.707
C (-0.3537, 1.2445, -3.1386)  -0.280
C (-8.0354, -0.5662, 6.9060)  -0.727
C (-3.0397, -0.3282, 5.6302)  -0.591
C (4.0451, 1.5073, -4.2663)  -1.367
C (2.6410, 3.2834, -3.2738)  -0.202
C (1.8540, 2.8127, -5.9796)  -0.573
C (0.1428, -2.1736, 2.5716)  -0.606
C (-5.0353, 3.5199, -3.7620)  -0.886
C (1.9017, -5.0485, -7.9599)  -0.771
C (6.3496, -9.1342, 10.2009)  -0.710
C (6.8176, -4.9561, 7.6037)  -0.779
C (4.4263, -0.0033, -4.0974)  0.585
C (-1.6063, 0.3630, -3.4846)  -0.568
C (3.8609, 0.4877, 0.8795)  -0.585
C (1.7904, 9.3269, -3.3400)  -0.685
C (-2.6248, -0.2917, -0.2813)  -0.796
C (-12.6924, -2.7835, 7.2182)  -0.511
C (4.5731, 5.7531, -5.3349)  -0.609
H (-0.6028, 1.8584, -2.2527)  0.406
H (5.4547, -9.5318, 9.7297)  0.281
H (7.5893, -5.7144, 7.6809)  0.326
H (4.7254, 2.0431, -3.5766)  0.524
H (-13.3122, -2.5486, 8.0793)  0.269
H (3.6776, 5.7779, -4.7252)  0.194
H (5.4941, 0.1806, -2.2403)  0.258
H (2.2535, -5.8057, -7.2674)  0.308
H (4.4935, -0.3311, 1.2051)  0.033
H (1.1431, -2.4225, 2.2259)  0.244
H (-2.3503, -1.0015, 5.1368)  0.191
H (-5.6733, 3.7769, -4.5934)  0.385
H (-3.4542, 0.3854, 4.9225)  0.282
H (-9.9848, 1.7109, -3.1232)  0.313
H (-0.6199, 1.9862, -5.1355)  0.769
H (7.8813, -2.5462, 3.1893)  0.326
H (6.1214, -8.7168, 11.1757)  0.318
H (2.6870, -4.7627, -8.6544)  0.296
H (0.4297, 0.5350, -2.8250)  0.259
H (3.1537, 0.7720, 1.6555)  0.370
H (-7.7598, -0.5730, 5.8554)  0.283
H (5.9209, -5.3550, 7.1360)  0.294
H (-5.6209, 3.3109, -2.8740)  0.287
H (-1.5671, -0.1059, -0.4543)  0.195
H (6.4949, -3.6750, 3.2057)  0.307
H (1.6925, 8.3273, -2.9247)  0.286
H (2.6234, 9.8531, -2.8870)  0.308
H (7.1242, -9.8928, 10.2751)  0.280
H (-13.2929, -3.1529, 6.3913)  0.267
H (1.6396, 0.5185, -7.8636)  0.352
H (-12.1077, -1.9200, 6.9156)  0.164
H (3.6326, -0.4626, -3.4893)  0.237
H (1.8520, -1.8476, -5.3086)  0.156
H (6.5917, -4.5356, 8.5767)  0.324
H (1.0145, -5.3875, -8.4879)  0.292
H (4.4623, 1.3387, 0.5760)  0.299
H (2.3671, 1.2218, -2.9142)  0.109
H (-2.3516, 0.5664, -2.7038)  -0.426
H (1.8970, 9.2934, -4.4205)  0.276
H (-2.5572, 0.1781, 6.4620)  0.299
H (-8.1994, -1.5756, 7.2756)  0.281
H (-7.2859, -0.0560, 7.4970)  0.337
H (-2.8511, -1.3489, -0.3703)  0.298
H (-8.3040, 1.1082, -3.2376)  0.271
H (6.5574, 0.3855, -3.7217)  0.376
H (4.3627, 5.3281, -6.3135)  0.298
H (-9.3191, 1.2261, -4.7112)  0.284
H (5.9675, -1.2440, -3.1857)  0.432
H (-0.2655, -2.9711, 3.1835)  0.318
H (0.0471, 3.2571, -4.0413)  0.512
H (4.2862, 1.8936, -5.2704)  0.562
H (-1.3573, -1.4709, -4.1681)  0.333
H (-3.2415, 0.2943, -0.9581)  0.390
H (5.3676, 5.2080, -4.8318)  0.283
H (-0.5166, -1.9513, 1.7368)  0.159
H (6.7201, -2.5057, 4.5412)  0.250
H (-1.9961, 0.5461, -4.4916)  0.722
H (-4.3065, 4.3044, -3.5691)  0.309

***

No. 7
ORCA calculation (ωB97M-V/def2-TZVPD) on 2 unconnected molecules or ions with the total composition C5H12O2.

## Properties
- SMILES: C/C=C(/O)CCO.[H][H]
- Multiplicity: 1
- Lowest unoccupied orbital energy: 0.55 eV
- Highest occupied orbital energy: -7.750 eV
- Energy relative to the best compared isomer or geometry (same formula, charge and spin): 63.75 kcal per mole

Each line ends with the Mulliken charge.
Positions of all 19 atoms, in Å:
O (0.9390, 0.7596, 1.4208)  -0.598
O (2.3781, 1.2393, -0.7278)  -0.575
C (-0.0310, 0.1711, 0.6775)  0.293
C (-1.0658, -0.3745, 1.3317)  -0.369
C (-2.4730, -0.6813, 0.8965)  -1.172
C (0.1073, 0.1679, -0.8349)  -0.495
C (1.2767, 0.8769, -1.5701)  -0.387
H (-0.8246, 0.6844, -1.0857)  0.308
H (-2.8317, -1.6487, 1.2696)  0.312
H (1.6711, 0.2272, -2.3637)  0.234
H (0.8626, -2.4082, 0.6181)  0.095
H (1.6627, 1.0294, 0.8311)  0.443
H (2.6998, 2.1063, -1.0011)  0.317
H (1.3846, -2.0505, 0.2290)  -0.093
H (-0.8963, -0.4369, 2.4024)  0.383
H (-3.1281, 0.0769, 1.3518)  0.272
H (-2.6553, -0.6500, -0.1833)  0.349
H (0.8835, 1.7744, -2.0561)  0.350
H (0.0405, -0.8632, -1.2059)  0.334